# 1
Molecular formula: C32H28BrIrNO4P
Method: DFT, ωB97M-V/def2-TZVPD

```
68
C32H28BrIrNO4P (ωB97M-V/def2-TZVPD)
Ir -0.40061 0.12109 -0.02197
O -5.92490 -1.28293 -2.32912
C -4.74144 -0.89259 -1.86691
C -4.29606 0.42974 -1.85729
C -3.05380 0.70771 -1.33911
N -2.23360 -0.23054 -0.83343
C -2.67066 -1.50267 -0.88423
Br -1.46385 -2.80976 -0.24644
C -3.89219 -1.88486 -1.37343
H -6.45189 -0.54666 -2.66551
H -4.90379 1.23255 -2.25273
H -2.66696 1.71581 -1.33213
H -4.19592 -2.92105 -1.38668
O 0.63096 -0.89540 -1.84057
C 1.95157 -0.86710 -2.17476
C 2.61693 0.64713 0.58458
O 3.67733 1.04998 0.39919
O 1.54709 0.27984 0.89217
C 2.30795 0.23642 -2.99405
C 1.35789 1.26364 -3.22876
C 1.68319 2.34486 -4.00964
C 2.95655 2.44451 -4.57246
C 3.90382 1.44398 -4.35896
C 3.59426 0.35509 -3.58139
C 2.67459 -2.10019 -1.97457
C 4.05905 -2.09694 -1.71498
C 4.74702 -3.28106 -1.54970
C 4.07832 -4.49540 -1.64049
C 2.70618 -4.51858 -1.87935
C 2.00816 -3.34080 -2.02813
H 0.23467 -1.73257 -2.13642
H 0.36654 1.18895 -2.80454
H 0.94770 3.11503 -4.19482
H 3.20608 3.29724 -5.19023
H 4.88125 1.51416 -4.81528
H 4.32880 -0.42423 -3.46484
H 4.59165 -1.16432 -1.59132
H 5.80779 -3.25611 -1.34214
H 4.62131 -5.42304 -1.52003
H 2.18313 -5.46154 -1.95676
H 0.94728 -3.42256 -2.23343
C -2.44338 2.59737 1.34660
P -1.30089 1.23747 1.71396
C 0.01246 2.01613 2.68763
C 0.76864 3.02579 2.08786
C 1.78912 3.64291 2.79197
C 2.06173 3.25463 4.09987
C 1.31202 2.25570 4.69878
C 0.28562 1.63445 3.99609
C -2.20943 0.08068 2.77121
C -3.51243 0.32500 3.19540
C -4.20424 -0.63959 3.91770
C -3.60174 -1.85110 4.21395
C -2.29958 -2.10293 3.79648
C -1.60880 -1.14558 3.07447
H -2.73697 3.07373 2.28366
H -3.33729 2.24342 0.83723
H -1.93497 3.34161 0.73597
H 0.56140 3.33308 1.06776
H 2.36922 4.42929 2.32734
H 2.85578 3.73948 4.65184
H 1.51812 1.96073 5.71893
H -0.30208 0.86208 4.47539
H -3.99686 1.26902 2.98276
H -5.21245 -0.43841 4.25401
H -4.14256 -2.59997 4.77710
H -1.82513 -3.04476 4.03843
H -0.58668 -1.33707 2.76828
```

## Properties
net charge	+2
frontier orbital gap (spin up / spin down)	4.32 / 4.32	eV
energy relative to the best compared isomer or geometry (same formula, charge and spin)	1.558	eV
E_HOMO (spin up / spin down)	-12.4 / -12.4	eV



# 2
Molecular formula: C28H33Cl2HfN9O7S2
Method: DFT, ωB97M-V/def2-TZVPD

```
82
C28H33Cl2HfN9O7S2 (ωB97M-V/def2-TZVPD)
Hf -0.14240 -0.08630 -0.18545
N 2.06098 1.72300 -3.84926
C 1.36324 1.58826 -2.67507
S 2.17635 0.80296 -1.34929
N 0.15179 2.05722 -2.65662
N -0.43080 1.83882 -1.41194
C -1.26374 2.73142 -1.02696
C -1.74429 2.79606 0.34135
C -2.87646 3.55085 0.65393
C -3.29835 3.68935 1.95949
C -2.55670 3.08462 2.97512
C -1.41923 2.35650 2.69151
C -0.99593 2.18598 1.37008
O 0.09674 1.47835 1.09014
H 3.06124 1.65829 -3.77776
H 1.70059 2.41928 -4.48271
H -1.54645 3.51622 -1.72768
H -3.42325 4.02897 -0.15120
H -4.18366 4.26405 2.19342
H -2.87605 3.18557 4.00493
H -0.84652 1.88041 3.47542
N 1.51196 -0.92680 1.24134
C 0.96962 -2.06784 1.99951
C 1.93189 -2.67624 3.03660
C 2.34656 -4.10706 2.66821
C 1.30973 -5.15898 3.09106
N -0.06602 -4.70987 2.90430
C -0.84674 -4.94546 1.86682
N -2.05909 -4.38624 1.84431
N -0.48371 -5.78461 0.87388
C -0.40640 -1.64429 2.54054
O -0.91104 -2.28535 3.48376
O -0.95813 -0.71438 1.90130
H 2.34671 -1.22298 0.73703
H 1.73773 -0.15140 1.86033
H 0.73514 -2.83183 1.25057
H 1.47015 -2.65416 4.02658
H 2.82262 -2.04809 3.09559
H 3.29121 -4.36656 3.15169
H 2.52318 -4.15432 1.59187
H 1.41273 -5.37703 4.15520
H 1.45966 -6.10337 2.56801
H -0.35190 -3.87707 3.44989
H -2.23408 -3.64911 2.51797
H -2.50582 -4.24965 0.94907
H 0.48261 -5.70291 0.58441
H -1.09941 -5.77618 0.07555
C 4.78588 -4.39254 -6.43473
C 4.04588 -4.07570 -5.16595
C 4.36454 -2.94827 -4.41561
C 3.70041 -2.66715 -3.23083
C 2.69735 -3.52189 -2.80173
C 2.36579 -4.65777 -3.52692
C 3.04140 -4.92599 -4.70360
S 1.85722 -3.12540 -1.30497
O 2.88650 -2.65058 -0.40088
O 1.18024 -4.34024 -0.87897
N 0.83218 -1.94389 -1.54151
C 0.12170 -1.63914 -2.67333
C 0.26567 -2.06720 -4.00294
C -0.61447 -1.58102 -4.94466
C -1.61031 -0.66799 -4.59966
C -1.64792 -0.24735 -3.29168
N -0.81864 -0.73133 -2.37024
H 5.31350 -3.51825 -6.81240
H 4.10651 -4.74488 -7.21068
H 5.52353 -5.17879 -6.26395
H 5.14481 -2.28138 -4.76102
H 3.93815 -1.78802 -2.64627
H 1.58382 -5.31312 -3.16844
H 2.78740 -5.80909 -5.27792
H 1.04726 -2.74249 -4.30260
H -0.51350 -1.90925 -5.97158
H -2.30405 -0.27421 -5.32674
H -2.34693 0.50350 -2.94432
Cl -4.33529 -1.84323 1.77049
C -4.00094 -1.71867 0.03689
Cl -4.28013 -3.27149 -0.77898
C -2.56190 -1.25728 -0.13813
O -2.38558 -0.01039 -0.22996
O -1.62236 -2.06731 -0.16390
H -4.68438 -0.99031 -0.38601
```

## Properties
net charge	0
frontier orbital gap	7.88	eV
energy relative to the best compared isomer or geometry (same formula, charge and spin)	0.000	eV
E_HOMO	-7.5	eV